The following is a quantum chemistry calculation of a cluster of 2 separate species, C16H27NO5 in total in a non-equilibrium geometry, from the OMol25 dataset.

The total energy is -1056.70790 hartree. Its gap between HOMO and LUMO is 10.169 eV. Its SMILES is CCCCCCCCCC1=C(CC)C(=O)OC1=O.C[N+](=O)[O-]. The total charge is 0. For the energy above the lowest of the compared OMol25 structures with the same formula, charge and spin, the calculation gives 3.859 eV.

Atoms and positions in Å:
C 3.88 0.72 1.38
C 3.76 0.55 -0.15
C 2.82 1.56 -0.87
C 2.59 2.89 -0.12
C 1.18 2.91 0.55
C 0.24 3.92 -0.10
C -1.25 3.76 0.26
C -1.81 2.33 0.06
C -1.76 1.51 1.35
C -2.14 0.07 1.19
C -1.74 -0.85 0.34
C -0.70 -0.69 -0.72
C -0.22 -2.02 -1.37
C -2.55 -2.07 0.68
O -2.70 -3.08 0.13
O -3.19 -1.84 1.87
C -3.16 -0.49 2.14
O -3.79 0.02 2.94
H 3.91 -0.28 1.82
H 3.02 1.22 1.84
H 4.83 1.18 1.64
H 3.34 -0.44 -0.32
H 4.74 0.54 -0.63
H 3.30 1.81 -1.82
H 1.88 1.09 -1.15
H 2.55 3.67 -0.89
H 3.38 3.16 0.56
H 1.26 3.17 1.61
H 0.76 1.91 0.50
H 0.38 3.94 -1.18
H 0.53 4.92 0.25
H -1.47 4.09 1.27
H -1.80 4.43 -0.40
H -1.25 1.88 -0.75
H -2.86 2.42 -0.23
H -0.81 1.61 1.87
H -2.51 1.94 2.02
H -1.06 0.00 -1.48
H 0.16 -0.24 -0.24
H -0.73 -2.89 -0.97
H -0.35 -1.97 -2.45
H 0.85 -2.13 -1.21
C -1.99 -6.17 -0.78
N -1.20 -6.48 -2.00
O -0.57 -5.57 -2.51
O -1.22 -7.63 -2.40
H -1.88 -5.12 -0.54
H -3.03 -6.41 -1.00
H -1.61 -6.80 0.02


The following is a quantum chemistry calculation of a cluster of 2 separate species, C8H12N2O4 in total in a non-equilibrium geometry, from the OMol25 dataset.

The total energy is -722.29536 hartree. Its gap between HOMO and LUMO is 4.374 eV. The total charge is -2. For the energy above the lowest of the compared OMol25 structures with the same formula, charge and spin, the calculation gives 0.472 eV.

Atoms and positions in Å:
C -0.20 0.78 0.41
C 1.01 -1.36 -2.43
C 1.12 0.20 0.95
C 0.78 -0.59 -1.16
C -0.76 2.20 0.59
C 2.15 1.07 1.66
C -0.12 -0.20 1.60
C -2.77 -1.67 -0.96
N 1.68 -0.57 -0.13
N -0.21 0.32 -0.92
O 1.99 -0.96 -3.15
O 2.84 -1.16 0.17
O -1.20 0.63 -1.71
O 0.35 -2.39 -2.61
H -0.30 2.87 -0.21
H -0.28 2.74 1.42
H -1.87 2.19 0.54
H 1.91 2.16 1.66
H 3.14 0.75 1.19
H 2.24 0.80 2.74
H -0.55 -1.15 1.42
H -2.56 -1.68 0.12
H -0.10 0.13 2.70
H -1.82 -1.64 -1.46
H -3.29 -0.75 -1.18
H -3.18 -2.72 -1.25


The following is a quantum chemistry calculation of a cluster of 2 separate species, C2F2IO2 in total in a non-equilibrium geometry, from the OMol25 dataset.

The total energy is -724.16305 hartree. Its gap between HOMO and LUMO is 6.863 eV. The total charge is -1. For the energy above the lowest of the compared OMol25 structures with the same formula, charge and spin, the calculation gives 0.584 eV.

Atoms and positions in Å:
C 1.22 -0.72 -0.10
C -1.15 0.48 0.23
O 0.69 -1.72 0.04
O 1.98 0.18 -0.19
F -0.93 -0.10 1.46
F -1.26 1.85 0.67
I -3.27 -0.35 -0.44


The following is a quantum chemistry calculation of the ion C2H7N4 with charge +1 in a non-equilibrium geometry, from the OMol25 dataset.

The total energy is -299.03469 hartree. Its gap between HOMO and LUMO (spin up / spin down) is 6.990 / 6.992 eV. Its SMILES is [H]/N=[NH+]\C/N=N/C. The total charge is +1. For the energy above the lowest of the compared OMol25 structures with the same formula, charge and spin, the calculation gives 5.098 eV.

Atoms and positions in Å:
C 0.34 -1.25 -0.68
C 0.24 1.66 1.52
N 0.32 -0.34 0.44
N -0.44 -0.82 -1.80
N -1.56 -1.23 -2.15
N 0.20 0.86 0.37
H 1.39 -1.36 -0.97
H -0.02 -2.21 -0.31
H -0.73 2.14 1.63
H 0.95 2.47 1.35
H 0.49 1.09 2.42
H -0.16 0.06 -2.25
H -1.86 -2.11 -1.72


The following is a quantum chemistry calculation of a cluster of 3 separate species, C19H26NO8 in total in a non-equilibrium geometry, from the OMol25 dataset.

The total energy is -1395.80567 hartree. Its gap between HOMO and LUMO is 6.104 eV. The total charge is +1.

Atoms and positions in Å:
C -2.35 -0.44 2.40
C -1.72 -0.13 0.95
O -2.23 -1.03 -0.09
C -1.09 -1.73 -0.70
C -0.63 -2.83 0.37
C -1.75 -3.71 1.04
N -1.39 -4.70 2.05
C -0.01 -4.91 2.48
C 1.17 -4.12 1.84
C 0.87 -3.03 0.73
C 2.11 -2.26 0.11
O 3.23 -2.45 0.67
O 2.10 -1.41 -1.02
C 2.95 -0.24 -0.84
C 2.65 0.61 0.48
O 2.99 1.83 0.53
H -3.40 0.03 2.43
H -2.52 -1.58 2.58
H -1.68 -0.08 3.27
H -1.97 0.97 0.69
H -0.58 -0.17 1.07
H -0.32 -0.92 -0.93
H -1.53 -2.24 -1.63
H -2.84 -3.55 0.71
H -2.18 -5.22 2.47
H 0.18 -5.69 3.30
H 2.26 -4.29 2.17
H 2.74 0.46 -1.74
H 4.05 -0.54 -0.90
H 2.18 0.17 1.43
O -1.15 1.55 3.85
C -1.86 2.51 3.66
O -1.95 3.15 2.47
C -2.79 4.31 2.62
C -3.64 4.02 3.83
C -2.72 3.18 4.69
H -2.15 5.19 2.75
H -3.39 4.44 1.71
H -4.00 4.93 4.32
H -4.51 3.43 3.53
H -2.09 3.80 5.33
H -3.28 2.46 5.28
O 1.73 3.09 -6.78
C 2.16 2.02 -6.46
O 2.55 1.06 -7.34
C 2.91 -0.13 -6.63
C 3.24 0.34 -5.23
C 2.31 1.52 -5.05
H 2.06 -0.82 -6.65
H 3.77 -0.60 -7.11
H 3.11 -0.44 -4.47
H 4.28 0.68 -5.19
H 1.33 1.22 -4.67
H 2.75 2.28 -4.41


The following is a quantum chemistry calculation of a structure of composition C16H33BN2OP2Pb in a non-equilibrium geometry, from the OMol25 dataset.

The total energy is -1714.31330 hartree. Its gap between HOMO and LUMO (spin up / spin down) is 6.256 / 6.131 eV. The total charge is 0. For the energy above the lowest of the compared OMol25 structures with the same formula, charge and spin, the calculation gives 1.968 eV.

Atoms and positions in Å:
Pb -0.10 0.07 0.66
P -2.62 -0.72 1.22
P 2.28 0.69 -1.03
N -0.81 1.16 -1.15
H -0.10 -1.06 1.84
C -3.54 -0.01 2.60
H -4.47 -0.59 2.73
H -3.77 1.04 2.37
H -2.94 -0.04 3.52
C -2.74 -2.52 1.48
H -3.78 -2.75 1.80
H -2.01 -2.83 2.25
H -2.50 -3.06 0.54
C -3.60 -0.39 -0.25
H -4.61 -0.81 -0.10
H -3.12 -0.83 -1.13
H -3.66 0.70 -0.40
C 3.49 1.95 -0.44
H 4.43 1.93 -1.00
H 3.68 1.73 0.62
H 3.02 2.93 -0.52
C 3.45 -0.75 -1.26
H 4.39 -0.43 -1.71
H 2.96 -1.51 -1.87
H 3.63 -1.15 -0.26
C 2.16 1.25 -2.84
H 3.15 1.41 -3.30
H 1.57 2.18 -2.84
H 1.59 0.47 -3.39
C -1.39 1.82 -2.07
C -2.67 3.96 -2.73
C -1.90 3.23 -1.79
C -1.73 1.38 -3.38
C -2.50 2.07 -4.34
C -2.97 3.39 -3.97
H -3.01 4.93 -2.46
H -1.65 3.61 -0.85
H -1.39 0.36 -3.70
H -2.75 1.70 -5.32
H -3.59 3.99 -4.70
C 2.71 -0.74 2.89
O 3.30 0.03 2.12
C 1.72 -0.17 3.93
H 2.01 -0.64 4.90
H 0.55 -0.29 4.03
H 1.91 0.93 4.29
C 2.41 -2.15 2.72
H 3.37 -2.61 2.92
H 2.05 -2.59 1.88
H 1.91 -2.71 3.41
B 0.28 -4.23 -1.98
C 0.28 -3.03 -1.06
N 0.28 -2.12 -0.38
H 0.21 -5.22 -1.25
H 1.34 -4.20 -2.60
H -0.68 -4.13 -2.71


The following is a quantum chemistry calculation of a cluster of 3 separate species, C16H37FN2O6P in total in a non-equilibrium geometry, from the OMol25 dataset.

The total energy is -1633.56444 hartree. Its gap between HOMO and LUMO is 6.807 eV. The total charge is +1.

Atoms and positions in Å:
N 5.48 -2.59 -1.77
P 4.08 -2.01 -1.44
C 2.63 -3.15 -1.60
C 1.99 -3.54 -0.32
N 0.79 -3.11 -0.24
C 0.45 -2.25 -1.37
C 1.40 -2.74 -2.44
F 0.94 -3.91 -2.99
H 5.49 -3.54 -2.11
H 3.98 -1.63 -0.09
H 3.75 -0.87 -2.19
H 3.03 -4.07 -2.02
H 2.48 -4.12 0.44
H 0.17 -3.30 0.54
H -0.60 -2.10 -1.59
H 0.84 -1.27 -1.08
H 1.55 -2.01 -3.22
C 1.84 2.22 3.44
O 0.70 1.40 3.35
C 0.07 1.35 2.09
C -0.27 -0.06 1.67
O 0.84 -0.91 1.40
C 1.67 -1.34 2.47
C 1.07 -2.34 3.43
O 0.04 -1.78 4.21
C -1.15 -2.53 4.30
H 1.56 3.26 3.67
H 2.45 1.85 4.26
H 2.43 2.20 2.52
H 0.71 1.82 1.32
H -0.87 1.92 2.13
H -0.80 0.02 0.72
H -0.96 -0.52 2.39
H 2.12 -0.50 3.01
H 2.49 -1.86 1.96
H 1.87 -2.68 4.10
H 0.70 -3.21 2.88
H -1.39 -3.02 3.35
H -1.96 -1.84 4.54
H -1.09 -3.28 5.09
C -0.88 0.55 -3.92
O -1.27 0.89 -2.61
C -0.32 1.66 -1.88
C -0.94 2.85 -1.17
O -1.42 3.87 -2.01
C -2.57 3.66 -2.80
C -3.88 3.59 -2.05
O -3.96 2.44 -1.22
C -4.39 2.69 0.10
H -0.32 -0.39 -3.94
H -1.79 0.41 -4.51
H -0.28 1.34 -4.39
H 0.49 2.01 -2.53
H 0.12 1.02 -1.10
H -0.14 3.31 -0.59
H -1.71 2.52 -0.46
H -2.45 2.81 -3.47
H -2.63 4.55 -3.44
H -4.68 3.55 -2.79
H -4.00 4.50 -1.46
H -3.99 3.63 0.49
H -4.02 1.88 0.73
H -5.48 2.71 0.17


The following is a quantum chemistry calculation of a structure of composition C41H42P2PtS in a non-equilibrium geometry, from the OMol25 dataset.

The total energy is -2787.52048 hartree. Its gap between HOMO and LUMO (spin up / spin down) is 5.204 / 4.838 eV. The expectation value of S² is 2.014. The total charge is 0. For the energy above the lowest of the compared OMol25 structures with the same formula, charge and spin, the calculation gives 2.313 eV. Its spin multiplicity is 3.

Atoms and positions in Å:
Pt 0.08 0.33 1.16
C -1.71 0.94 -3.34
C -1.76 -0.38 -3.18
C -1.19 -1.32 -4.21
C 0.20 -0.94 -4.77
C 1.12 -0.12 -3.90
C 1.10 1.20 -3.76
C 0.21 2.05 -4.62
C -1.26 1.57 -4.63
C 1.43 0.57 2.77
H -2.14 1.65 -2.64
H -2.47 -0.85 -2.46
H -1.90 -1.36 -5.05
H -1.15 -2.35 -3.84
H 0.74 -1.87 -5.00
H 0.06 -0.43 -5.73
H 2.02 -0.68 -3.60
H 1.90 1.76 -3.30
H 0.60 2.01 -5.66
H 0.24 3.10 -4.30
H -1.91 2.44 -4.83
H -1.40 0.88 -5.47
H 1.14 1.46 3.32
H 2.48 0.55 2.47
H 1.15 -0.35 3.29
P -1.43 -0.74 -0.15
P 1.92 0.05 -0.05
C -0.16 -1.37 -1.29
C 1.16 -0.99 -1.28
C -2.39 -2.16 0.38
C -2.78 -3.09 -0.61
C -3.51 -4.22 -0.26
C -3.87 -4.45 1.06
C -3.52 -3.52 2.04
C -2.80 -2.37 1.71
C -2.62 0.65 -0.44
C -2.17 2.00 -0.39
C -3.08 3.05 -0.52
C -4.44 2.81 -0.64
C -4.90 1.48 -0.64
C -4.00 0.42 -0.53
C 3.32 -0.96 0.54
C 3.06 -2.20 1.17
C 4.12 -3.04 1.51
C 5.44 -2.66 1.25
C 5.70 -1.41 0.69
C 4.65 -0.55 0.35
C 2.56 1.75 -0.25
C 2.43 2.76 0.72
C 2.83 4.07 0.43
C 3.33 4.40 -0.83
C 3.46 3.39 -1.80
C 3.16 2.07 -1.48
H -0.44 -2.22 -1.91
H 1.87 -1.46 -1.97
H -2.50 -2.91 -1.65
H -3.79 -4.93 -1.04
H -4.43 -5.35 1.33
H -3.81 -3.70 3.07
H -2.56 -1.62 2.46
H -1.10 2.22 -0.27
H -2.70 4.08 -0.49
H -5.15 3.63 -0.73
H -5.97 1.28 -0.72
H -4.38 -0.61 -0.47
H 2.02 -2.50 1.37
H 3.92 -4.01 1.97
H 6.27 -3.34 1.50
H 6.73 -1.09 0.52
H 4.86 0.44 -0.08
H 1.99 2.54 1.69
H 2.74 4.84 1.20
H 3.61 5.42 -1.06
H 3.78 3.65 -2.81
H 3.33 1.26 -2.20
S -1.51 0.71 3.06
C -1.02 0.25 4.64
C -0.83 -1.10 5.03
C -0.37 -1.40 6.31
C -0.12 -0.39 7.24
C -0.37 0.95 6.89
C -0.85 1.26 5.62
H -1.04 -1.89 4.30
H -0.20 -2.44 6.59
H 0.26 -0.63 8.24
H -0.21 1.74 7.62
H -1.08 2.29 5.34


> Which of these has the lowest total charge?

C8H12N2O4